Molecular formula: C2H10BrN4
Method: DFT, the ωB97M-V functional and the def2-TZVPD basis

Properties
total energy	-2874.8751	Eh
largest force on an atom	5.2	eV Å⁻¹
SMILES	CN([NH3+])[C@H](N)NBr
relative energy (zero: lowest compared OMol25 entry of this formula, charge and spin)	115.7	kJ/mol
frontier orbital gap	9.79	eV
LUMO level	-4.0	eV
HOMO energy	-0.507	hartree
total charge	+1

Geometry as XYZ:
```
17
C2H10BrN4, DFT the ωB97M-V functional and the def2-TZVPD basis
C -0.7079 0.8868 -0.9972
N 0.5288 0.6029 -0.4026
N 0.3819 1.0634 0.9704
C 0.7896 -0.8325 -0.4048
N -0.3390 -1.5736 0.2231
N 2.0490 -1.1313 0.3224
Br 3.4810 0.1795 -0.0884
H -1.1463 1.9179 -0.9852
H -0.7983 0.6520 -1.9687
H -1.5141 0.1439 -0.4966
H 1.2666 0.7303 1.4539
H -0.5991 0.6403 1.2841
H 0.3851 2.0583 1.0688
H 0.8114 -0.9799 -1.4685
H -0.0181 -2.0220 1.1144
H -0.9807 -2.2676 -0.0810
H 2.3057 -2.1320 0.1142
```